Entry 1:
{"formula": "C49H47AsBCdN9O4", "method": "ωB97M-V/def2-TZVPD", "fmax_ha_per_bohr": 0.065, "relative_energy_kcal_mol": 0.0, "charge": 0, "gap_ev": 7.0, "e_homo_ev": -6.72, "elements": ["Cd", "C", "C", "N", "N", "C", "B", "N", "C", "C", "C", "N", "N", "C", "C", "C", "N", "H", "H", "H", "H", "H", "H", "H", "H", "H", "H", "C", "O", "C", "C", "C", "C", "C", "C", "N", "C", "N", "C", "C", "C", "C", "C", "C", "O", "C", "N", "C", "C", "C", "C", "C", "C", "O", "C", "H", "H", "H", "H", "H", "H", "H", "H", "H", "H", "H", "H", "H", "H", "H", "H", "H", "H", "H", "H", "H", "H", "O", "As", "C", "C", "C", "C", "C", "C", "C", "C", "C", "C", "C", "C", "C", "C", "C", "C", "C", "C", "H", "H", "H", "H", "H", "H", "H", "H", "H", "H", "H", "H", "H", "H", "H"], "coordinates": [[12.652, 12.032, 11.537], [13.073, 15.779, 13.637], [12.698, 14.444, 13.664], [12.116, 14.063, 12.524], [12.180, 15.187, 11.694], [12.692, 16.244, 12.332], [11.649, 15.167, 10.289], [12.792, 14.651, 9.398], [13.016, 14.913, 8.075], [14.179, 14.219, 7.654], [14.578, 13.501, 8.792], [13.751, 13.807, 9.816], [10.437, 14.250, 10.174], [9.150, 14.653, 10.207], [8.310, 13.537, 10.241], [9.190, 12.448, 10.330], [10.480, 12.847, 10.250], [13.534, 16.357, 14.422], [12.738, 13.695, 14.491], [12.658, 17.247, 11.906], [11.347, 16.250, 9.895], [12.376, 15.553, 7.491], [14.623, 14.334, 6.697], [15.464, 12.862, 8.970], [8.854, 15.674, 10.026], [7.271, 13.557, 10.254], [8.971, 11.385, 10.430], [17.879, 7.948, 15.848], [17.476, 8.676, 14.682], [17.747, 8.149, 13.424], [18.333, 6.931, 13.213], [18.533, 6.572, 11.856], [18.114, 7.378, 10.809], [17.636, 8.639, 11.026], [17.395, 9.031, 12.366], [16.607, 10.177, 12.728], [15.526, 10.539, 11.999], [14.817, 9.518, 11.429], [14.005, 9.548, 10.283], [13.087, 10.532, 9.966], [12.495, 10.483, 8.722], [12.902, 9.554, 7.764], [13.805, 8.530, 8.111], [14.204, 8.385, 9.448], [14.878, 7.336, 9.972], [15.371, 6.395, 8.948], [15.103, 11.808, 11.935], [15.826, 12.848, 12.595], [16.269, 13.938, 11.889], [16.849, 15.034, 12.484], [17.031, 15.061, 13.831], [16.691, 13.965, 14.609], [16.040, 12.876, 14.014], [15.629, 11.828, 14.796], [15.456, 11.972, 16.254], [17.529, 8.581, 16.688], [18.990, 7.849, 15.851], [17.466, 6.921, 15.949], [18.706, 6.244, 14.026], [18.970, 5.595, 11.667], [18.143, 7.053, 9.763], [17.274, 9.304, 10.260], [16.819, 10.650, 13.597], [15.064, 8.570, 11.741], [11.778, 11.240, 8.394], [12.557, 9.657, 6.766], [14.269, 7.916, 7.367], [14.531, 5.830, 8.537], [16.018, 5.733, 9.505], [15.985, 6.808, 8.187], [16.281, 13.955, 10.782], [17.195, 15.864, 11.864], [17.438, 15.959, 14.235], [16.767, 13.942, 15.698], [16.506, 11.960, 16.696], [14.904, 11.090, 16.552], [14.939, 12.911, 16.507], [11.723, 11.026, 13.344], [10.319, 10.396, 14.144], [11.035, 9.006, 15.370], [12.394, 9.129, 15.682], [13.010, 8.068, 16.354], [12.273, 6.936, 16.780], [10.918, 6.915, 16.566], [10.254, 7.969, 15.941], [9.554, 11.686, 15.380], [9.664, 13.028, 15.036], [9.191, 13.987, 15.911], [8.463, 13.665, 17.044], [8.250, 12.316, 17.332], [8.886, 11.336, 16.561], [8.954, 9.589, 13.033], [7.789, 10.266, 12.650], [6.740, 9.509, 12.043], [6.872, 8.205, 11.808], [8.068, 7.552, 12.206], [9.133, 8.226, 12.770], [12.954, 9.958, 15.256], [14.059, 8.170, 16.558], [12.752, 6.077, 17.254], [10.307, 6.065, 16.895], [9.176, 7.867, 15.824], [10.194, 13.363, 14.107], [9.448, 15.018, 15.735], [8.072, 14.466, 17.698], [7.575, 12.024, 18.136], [8.792, 10.292, 16.871], [7.641, 11.350, 12.840], [5.813, 10.010, 11.848], [6.035, 7.657, 11.371], [8.173, 6.459, 11.994], [10.065, 7.655, 12.904]], "atomic_forces_ev_per_a": [[0.27, 0.02, -1.13], [-0.28, 0.99, -1.24], [-0.28, -0.72, 0.65], [0.88, 1.49, -1.01], [-0.47, -0.43, 1.80], [0.20, -1.37, 1.93], [0.35, -0.57, -1.08], [1.46, -0.46, -2.40], [1.01, -0.64, 0.13], [-1.72, 0.73, 1.18], [-0.51, 0.87, 0.77], [0.32, -0.80, 0.51], [-1.40, -1.89, 0.29], [-0.29, -0.85, -0.80], [2.07, 0.51, 0.53], [1.20, 0.36, -0.36], [-0.91, 1.50, 0.46], [-0.04, -0.04, -0.05], [0.16, 0.82, -0.81], [0.26, -0.51, 0.03], [-0.15, 0.36, 0.13], [-0.08, 0.12, 0.13], [0.30, -0.23, -0.53], [-0.91, 0.40, -0.17], [0.25, 0.14, 0.27], [-1.49, -0.09, -0.02], [0.12, 0.34, -0.18], [0.50, 0.24, -0.12], [-0.12, -0.76, -0.13], [-0.20, 1.46, 1.04], [1.08, -1.03, -0.82], [-0.30, -0.53, 0.70], [0.75, -0.75, -0.84], [-1.16, 1.21, 2.34], [-0.60, -0.44, 0.19], [1.87, -1.35, -0.53], [-1.88, 2.31, 0.20], [0.48, -0.20, 1.27], [-0.19, -1.80, -1.05], [0.10, 0.27, 1.34], [-0.15, -0.22, -1.38], [0.74, -0.01, 1.29], [-0.40, 0.13, 0.76], [-0.58, 2.64, -0.62], [1.09, -0.94, -1.69], [-0.83, -0.43, 2.24], [0.59, -1.53, 0.54], [-0.32, -1.38, 1.01], [0.60, 0.30, -1.85], [0.19, 0.34, -0.66], [0.20, 0.10, 0.66], [-0.99, -0.48, 0.05], [0.32, 0.94, 0.11], [-0.83, -0.48, 0.61], [2.01, 0.40, -1.40], [0.36, -0.52, -0.41], [-0.66, 0.16, 0.20], [-0.10, 0.63, -0.34], [-0.65, 1.00, -0.97], [-0.07, 0.14, -0.16], [0.38, -0.13, 0.51], [0.11, -0.07, -0.34], [-0.19, -0.09, -0.20], [0.08, 0.89, -0.32], [0.10, -0.13, 0.35], [-0.19, -0.06, -0.86], [-0.33, -0.49, -0.38], [0.09, 0.18, -0.09], [-0.05, -0.31, 0.20], [0.25, 0.98, -0.72], [-0.57, -0.34, 0.86], [-0.20, -0.21, 0.19], [0.36, 0.34, 0.65], [0.29, 0.31, -0.42], [-1.42, 0.05, -0.18], [-0.09, 0.00, 0.08], [0.11, -0.39, -0.11], [-2.47, -0.96, 1.61], [2.63, 0.62, -0.01], [-1.07, 0.16, 0.22], [-0.45, -1.10, -0.51], [-0.68, -0.05, 0.38], [1.10, 0.79, -0.36], [-1.18, -0.15, 0.32], [0.93, 0.16, -0.86], [-0.27, 0.17, -0.28], [0.78, 0.20, -0.86], [0.12, 0.60, 0.30], [-0.22, -0.13, 0.21], [0.16, -0.01, -0.12], [-0.51, -0.22, -0.13], [0.06, 0.57, 0.25], [-0.27, -0.51, 0.23], [0.80, 3.10, 1.01], [0.84, -2.57, 0.30], [-0.41, -1.24, -1.07], [-0.53, -0.46, -0.57], [0.05, -0.12, 0.11], [0.37, -0.26, 0.08], [0.01, 0.40, -0.13], [0.36, 0.30, -0.02], [0.22, 0.31, -0.27], [-0.50, -0.52, 0.91], [-0.17, 0.26, -0.24], [0.19, -0.62, -0.46], [0.42, 0.00, 0.01], [0.04, 0.28, -0.22], [0.22, -0.91, -0.04], [-0.28, 0.26, -0.32], [0.39, -0.05, 0.11], [-0.09, 1.08, 0.20], [-0.44, 0.64, 0.38]], "lowdin_charge": [1.346, -0.058, -0.202, -0.020, -0.035, -0.038, -0.616, -0.044, -0.077, -0.070, -0.176, -0.004, -0.029, -0.092, -0.078, -0.172, 0.027, 0.084, 0.116, 0.126, 0.116, 0.105, 0.070, 0.104, 0.113, 0.061, 0.091, -0.082, -0.114, -0.218, -0.023, -0.080, -0.116, -0.017, -0.125, 0.149, -0.363, 0.116, -0.241, -0.204, -0.183, -0.099, -0.042, -0.244, -0.094, -0.050, 0.081, -0.217, -0.045, -0.108, -0.111, -0.025, -0.235, -0.143, -0.030, 0.093, 0.100, 0.092, 0.126, 0.099, 0.107, 0.125, 0.123, 0.151, 0.075, 0.080, 0.084, 0.099, 0.077, 0.076, 0.100, 0.110, 0.093, 0.097, 0.109, 0.069, 0.094, -0.618, 1.269, -0.280, -0.088, -0.061, -0.078, -0.108, -0.104, -0.301, -0.104, -0.089, -0.078, -0.081, -0.088, -0.307, -0.077, -0.096, -0.090, -0.069, -0.114, 0.088, 0.090, 0.107, 0.111, 0.106, 0.099, 0.105, 0.115, 0.105, 0.097, 0.118, 0.104, 0.114, 0.119, 0.124]}

Entry 2:
{"formula": "C18H23N5O6S", "method": "ωB97M-V/def2-TZVPD", "smiles": "CCOC(=O)N1CCN(S(=O)(=O)c2ccc(C(=O)Nc3nnc(CC)o3)cc2)CC1", "fmax_ha_per_bohr": 0.028, "charge": 0, "gap_ev": 9.6, "e_homo_ev": -9.23, "elements": ["C", "C", "H", "H", "O", "C", "O", "N", "C", "H", "C", "N", "S", "O", "O", "C", "C", "C", "C", "C", "C", "H", "H", "C", "O", "N", "C", "N", "N", "C", "C", "H", "C", "H", "H", "H", "H", "O", "H", "H", "H", "C", "H", "C", "H", "H", "H", "H", "H", "H", "H", "H", "H"], "coordinates": [[-3.096, 0.852, 2.100], [-3.836, -0.399, 1.647], [-4.427, -0.193, 0.749], [-4.484, -0.785, 2.438], [-2.911, -1.443, 1.358], [-2.529, -1.561, 0.067], [-3.024, -0.937, -0.844], [-1.584, -2.515, -0.098], [-0.866, -3.140, 0.990], [-0.829, -4.217, 0.803], [0.564, -2.591, 1.039], [1.177, -2.816, -0.248], [2.840, -2.826, -0.302], [3.292, -3.603, 0.812], [3.217, -3.214, -1.627], [3.257, -1.102, -0.048], [3.301, -0.268, -1.148], [3.387, 1.098, -0.955], [3.421, 1.609, 0.339], [3.447, 0.757, 1.436], [3.350, -0.610, 1.239], [3.345, -1.303, 2.065], [3.510, 1.166, 2.432], [3.387, 3.086, 0.530], [4.296, 3.786, 0.889], [2.157, 3.642, 0.210], [1.000, 2.967, -0.041], [0.732, 1.711, 0.125], [-0.556, 1.544, -0.258], [-1.010, 2.689, -0.634], [-2.358, 3.026, -1.143], [-2.320, 4.039, -1.549], [-2.821, 2.023, -2.199], [-3.815, 2.292, -2.546], [-2.144, 2.024, -3.049], [-2.853, 1.021, -1.780], [-3.060, 3.017, -0.306], [-0.056, 3.660, -0.517], [2.094, 4.654, 0.222], [3.408, 1.768, -1.801], [3.261, -0.702, -2.134], [0.487, -2.139, -1.322], [0.462, -1.051, -1.151], [-0.947, -2.673, -1.387], [-0.930, -3.737, -1.641], [-1.531, -2.122, -2.124], [1.025, -2.360, -2.244], [0.537, -1.516, 1.279], [1.160, -3.123, 1.780], [-1.386, -2.947, 1.926], [-2.559, 0.658, 3.024], [-2.380, 1.141, 1.334], [-3.803, 1.661, 2.263]], "atomic_forces_ev_per_a": [[-0.08, -0.42, -0.15], [-0.31, 0.49, -0.02], [0.04, -0.08, 0.22], [0.06, 0.00, -0.13], [0.26, -0.18, -0.02], [-0.21, -0.18, 0.06], [-0.16, 0.25, -0.14], [0.05, -0.06, 0.09], [0.25, 0.07, 0.28], [0.01, 0.03, 0.08], [-0.24, -0.17, 0.58], [0.99, -0.27, -0.07], [-0.21, -0.09, 0.01], [-0.09, 0.31, 0.20], [-0.10, 0.36, -0.09], [-0.22, -0.65, -0.11], [0.06, 0.11, -0.19], [0.14, -0.02, 0.22], [0.54, -0.42, -0.03], [0.07, 0.13, -0.19], [0.04, 0.01, 0.19], [0.00, -0.02, 0.16], [0.00, 0.02, 0.12], [-0.13, -0.12, -0.07], [0.16, 0.02, 0.11], [-0.08, 0.90, -0.17], [-0.69, -0.92, 0.06], [1.09, 0.51, 0.48], [-1.30, 0.12, -0.60], [-0.02, -0.51, 0.13], [-0.07, 0.11, -0.13], [-0.07, -0.02, 0.08], [0.01, 0.05, 0.11], [-0.10, 0.00, -0.06], [0.06, 0.00, -0.11], [-0.01, -0.03, -0.03], [0.03, 0.11, 0.01], [0.39, 0.18, 0.05], [0.14, -0.16, 0.07], [-0.04, 0.06, -0.10], [0.00, 0.03, -0.16], [-0.30, 0.08, -0.56], [-0.01, -0.03, -0.03], [0.14, 0.21, -0.24], [0.01, 0.05, -0.04], [0.11, -0.12, 0.04], [-0.15, 0.09, -0.08], [-0.01, -0.04, 0.03], [-0.16, 0.06, 0.11], [0.11, -0.09, -0.08], [0.06, 0.04, 0.09], [0.02, 0.06, -0.01], [-0.08, 0.12, 0.05]], "nbo_charge": [-0.641, -0.071, 0.206, 0.185, -0.529, 0.910, -0.678, -0.451, -0.209, 0.200, -0.254, -0.675, 2.340, -0.936, -0.935, -0.329, -0.197, -0.133, -0.123, -0.162, -0.190, 0.243, 0.227, 0.683, -0.540, -0.634, 0.608, -0.353, -0.304, 0.476, -0.462, 0.226, -0.607, 0.210, 0.203, 0.262, 0.232, -0.420, 0.431, 0.215, 0.243, -0.254, 0.202, -0.222, 0.200, 0.249, 0.237, 0.193, 0.240, 0.240, 0.209, 0.228, 0.209]}

Entry 3:
{"formula": "C3H6N4O", "method": "ωB97M-V/def2-TZVPD", "smiles": "[H]/N=C\\N(O)/C=N/C=N/[H]", "fmax_ha_per_bohr": 0.052, "relative_energy_kcal_mol": 91.4, "charge": 0, "gap_ev": 9.2, "e_homo_ev": -9.00, "elements": ["C", "C", "C", "H", "H", "H", "H", "H", "H", "N", "N", "N", "N", "O"], "coordinates": [[2.393, -0.056, 0.079], [-0.082, -0.439, -0.053], [-2.492, -0.581, 0.009], [0.102, 1.974, 0.109], [3.117, 0.771, -0.101], [2.203, -2.043, 0.089], [0.187, -1.495, -0.290], [-2.340, -1.696, -0.100], [-4.364, -0.503, 0.134], [1.078, 0.389, 0.170], [2.827, -1.265, -0.065], [-1.193, 0.157, 0.063], [-3.553, 0.103, -0.039], [1.008, 1.721, -0.120]], "atomic_forces_ev_per_a": [[0.58, -1.74, -1.70], [1.52, 1.18, 0.36], [2.41, 0.63, -0.92], [-0.22, 0.00, 0.11], [-0.70, -0.51, 0.47], [-0.55, 0.11, -0.03], [-0.48, 0.66, 0.37], [-0.54, 0.90, 0.53], [0.20, 0.14, -0.69], [-0.34, -2.37, -0.14], [0.29, 1.79, 0.83], [-1.97, -0.96, -0.24], [0.32, -0.85, 1.07], [-0.53, 1.01, -0.02]], "nbo_charge": [0.272, 0.271, 0.255, 0.501, 0.199, 0.334, 0.180, 0.141, 0.349, -0.169, -0.684, -0.527, -0.592, -0.532]}

Copy entry 3 word for word.
{"formula": "C3H6N4O", "method": "ωB97M-V/def2-TZVPD", "smiles": "[H]/N=C\\N(O)/C=N/C=N/[H]", "fmax_ha_per_bohr": 0.052, "relative_energy_kcal_mol": 91.4, "charge": 0, "gap_ev": 9.2, "e_homo_ev": -9.00, "elements": ["C", "C", "C", "H", "H", "H", "H", "H", "H", "N", "N", "N", "N", "O"], "coordinates": [[2.393, -0.056, 0.079], [-0.082, -0.439, -0.053], [-2.492, -0.581, 0.009], [0.102, 1.974, 0.109], [3.117, 0.771, -0.101], [2.203, -2.043, 0.089], [0.187, -1.495, -0.290], [-2.340, -1.696, -0.100], [-4.364, -0.503, 0.134], [1.078, 0.389, 0.170], [2.827, -1.265, -0.065], [-1.193, 0.157, 0.063], [-3.553, 0.103, -0.039], [1.008, 1.721, -0.120]], "atomic_forces_ev_per_a": [[0.58, -1.74, -1.70], [1.52, 1.18, 0.36], [2.41, 0.63, -0.92], [-0.22, 0.00, 0.11], [-0.70, -0.51, 0.47], [-0.55, 0.11, -0.03], [-0.48, 0.66, 0.37], [-0.54, 0.90, 0.53], [0.20, 0.14, -0.69], [-0.34, -2.37, -0.14], [0.29, 1.79, 0.83], [-1.97, -0.96, -0.24], [0.32, -0.85, 1.07], [-0.53, 1.01, -0.02]], "nbo_charge": [0.272, 0.271, 0.255, 0.501, 0.199, 0.334, 0.180, 0.141, 0.349, -0.169, -0.684, -0.527, -0.592, -0.532]}